# 1
{"formula": "C3H2HgLiO2", "method": "ωB97M-V/def2-TZVPD", "symbols": ["C", "Hg", "O", "C", "H", "H", "Li", "O", "C"], "positions_angstrom": [[0.00870, -0.25442, -0.57297], [-0.82815, 2.39174, -0.31583], [-1.41868, 0.22694, -0.39983], [-0.92047, -0.72557, 0.53162], [-1.35770, -1.72810, 0.45488], [-0.94729, -0.35727, 1.56668], [2.41799, -0.43738, -1.64182], [2.10892, 0.22369, 0.33455], [0.93668, 0.66037, 0.04272]], "atomic_forces_ev_per_a": [[-0.9, -0.2, 1.3], [0.4, 2.6, 0.2], [0.5, -2.1, -0.7], [-0.5, -0.5, -0.5], [0.1, 0.3, -0.1], [0.6, 0.0, -0.4], [-0.9, 0.2, 1.2], [-2.1, 1.5, -1.5], [2.9, -1.7, 0.5]], "charge": 0, "lumo_energy_ev": [-1.07, -1.27], "e_homo_ev": [-6.482, -7.572], "spin_multiplicity": 2}

***

# 2
{"formula": "C2H21NO12", "method": "ωB97M-V/def2-TZVPD", "symbols": ["O", "C", "N", "C", "O", "O", "H", "H", "H", "H", "H", "O", "H", "H", "O", "H", "H", "O", "H", "H", "O", "H", "H", "O", "H", "H", "O", "H", "H", "O", "H", "H", "O", "H", "H", "O"], "positions_angstrom": [[1.94258, -0.65005, 3.48442], [0.87839, -0.78641, 2.95674], [0.69203, -1.56074, 1.81791], [1.43799, -2.78290, 1.73615], [2.73323, -2.77830, 2.29448], [0.90856, -3.73699, 1.32555], [0.03221, -0.24722, 3.43806], [-0.26280, -1.61734, 1.30991], [2.88907, -1.96777, 2.91505], [-1.68506, 3.95916, -1.62003], [-2.40286, 2.64999, -1.69990], [-2.17562, 3.37250, -1.20834], [-0.65614, -3.00276, -1.98045], [-0.41016, -2.53945, -3.60029], [-0.75710, -2.37684, -2.70206], [-1.25960, -0.47921, -2.80937], [0.15162, -0.37823, -2.46317], [-0.71242, 0.14851, -2.44469], [2.45626, -0.19844, 1.39437], [3.18547, 0.91665, 0.74999], [2.68403, 0.07957, 0.59811], [-0.35469, 1.96088, 1.62178], [-0.63094, 1.53947, 3.03232], [-0.56587, 2.28848, 2.39168], [2.47216, 0.38918, -1.97002], [1.81559, -1.04947, -2.46460], [2.08770, -0.15728, -2.67604], [0.36164, 4.13820, 0.21346], [1.03496, 3.10244, -0.36911], [1.29896, 3.89306, 0.19329], [-3.34904, 0.15763, -1.37904], [-3.95191, -1.02449, -1.65273], [-4.02951, -0.25849, -1.02108], [-1.57373, 0.00071, -0.31607], [-2.56725, -0.65320, 0.42933], [-1.71775, -0.35086, 0.47436]], "atomic_forces_ev_per_a": [[1.2, -0.3, 0.0], [-1.7, 1.8, 1.9], [-1.3, -1.9, -1.2], [5.8, 2.9, 3.3], [-3.2, 0.7, -0.9], [-1.7, -2.2, -1.4], [-0.1, -0.7, -1.0], [0.9, 1.0, 0.5], [-0.5, -1.3, -1.3], [3.5, 4.1, -3.6], [-0.6, -2.4, -2.4], [-2.8, -1.6, 6.0], [0.4, -0.7, -1.0], [0.0, -1.0, 1.1], [-0.3, 0.8, -0.4], [-2.3, -2.1, -1.3], [-1.6, 1.8, 0.1], [3.1, 1.5, 1.6], [-1.1, -1.7, 5.5], [-0.6, -0.8, -0.2], [2.0, 2.7, -5.4], [1.6, -2.8, -6.6], [-0.2, 1.3, -1.0], [-1.6, 1.7, 7.6], [-0.4, -1.2, 0.0], [0.8, -0.1, 0.9], [0.0, 0.8, -0.9], [0.1, 1.2, 0.9], [1.5, 0.8, 0.6], [-1.7, -2.1, -1.5], [4.8, 4.2, -2.2], [-1.1, 0.4, 1.1], [-3.9, -4.6, 0.8], [1.6, 2.5, -5.6], [-4.0, -1.2, 0.1], [3.2, -1.7, 6.0]], "charge": 1, "lumo_energy_ev": [-5.08, -10.92], "e_homo_ev": [-13.922, -13.922], "spin_multiplicity": 2}

***

# 3
{"formula": "C29H63N4O12", "method": "ωB97M-V/def2-TZVPD", "symbols": ["C", "C", "N", "C", "C", "N", "C", "O", "N", "O", "C", "C", "C", "N", "C", "H", "H", "H", "H", "H", "H", "H", "H", "H", "H", "H", "H", "H", "C", "O", "C", "C", "O", "C", "H", "H", "H", "H", "H", "H", "H", "H", "H", "H", "C", "O", "C", "C", "O", "C", "H", "H", "H", "H", "H", "H", "H", "H", "H", "H", "C", "O", "C", "C", "O", "C", "H", "H", "H", "H", "H", "H", "H", "H", "H", "H", "C", "O", "C", "C", "O", "C", "H", "H", "H", "H", "H", "H", "H", "H", "H", "H", "C", "O", "C", "C", "O", "C", "H", "H", "H", "H", "H", "H", "H", "H", "H", "H"], "positions_angstrom": [[-3.99262, -1.67145, -0.06666], [-2.52093, -1.24042, -0.18403], [-1.63754, -2.38598, 0.08765], [-1.07606, -2.40408, 1.37978], [-1.21450, -3.53388, 2.14607], [-0.71937, -3.59880, 3.39850], [-0.06134, -2.56782, 3.94902], [0.39869, -2.63747, 5.20646], [0.57585, -4.03755, 5.68559], [0.39687, -4.09038, 6.80881], [0.12857, -1.39222, 3.22356], [0.85179, -0.22727, 3.86546], [1.51870, 0.67411, 2.84312], [2.29077, 0.24669, 1.94358], [-0.38081, -1.32491, 1.94315], [-4.10663, -2.68886, -0.42123], [-4.62720, -0.98979, -0.62515], [-4.28774, -1.63922, 0.98085], [-2.34494, -0.82605, -1.17084], [-2.38709, -0.43234, 0.53690], [-0.93107, -2.50817, -0.62813], [-1.73450, -4.38195, 1.72940], [-0.87510, -4.44922, 3.92274], [0.12519, 0.32588, 4.45634], [1.60927, -0.61016, 4.54531], [1.31381, 1.73604, 2.89655], [2.41762, -0.76567, 2.00047], [-0.25086, -0.43105, 1.35617], [-1.38085, -7.65486, 0.32554], [-1.91535, -7.41087, 1.61971], [-2.82648, -8.42207, 2.04329], [-2.17767, -9.41359, 2.98422], [-1.16255, -10.16465, 2.34292], [0.14788, -9.70399, 2.61782], [-0.51276, -7.00860, 0.19616], [-1.06536, -8.69246, 0.20915], [-2.11974, -7.41070, -0.44407], [-3.25294, -8.93786, 1.17946], [-3.64261, -7.91940, 2.57098], [-2.93976, -10.12136, 3.32268], [-1.78167, -8.90362, 3.86895], [0.45844, -10.01254, 3.62155], [0.22202, -8.61653, 2.53409], [0.81792, -10.15813, 1.89030], [-1.02365, 3.52258, 3.09887], [-1.43278, 2.25376, 3.60571], [-2.04896, 2.33621, 4.88614], [-3.55904, 2.27896, 4.80023], [-4.09537, 3.40643, 4.13533], [-4.43995, 3.15955, 2.78424], [-0.82059, 3.41492, 2.03589], [-1.79759, 4.27923, 3.22926], [-0.10643, 3.85002, 3.60094], [-1.72945, 3.24264, 5.40688], [-1.70265, 1.47416, 5.46867], [-3.96534, 2.27911, 5.81618], [-3.88141, 1.35217, 4.31300], [-5.37533, 2.59268, 2.72625], [-3.65195, 2.61440, 2.25735], [-4.58498, 4.12298, 2.29932], [2.13735, -3.06740, -2.56083], [1.52157, -1.88283, -2.07698], [2.42093, -0.77775, -2.00038], [2.27049, 0.15896, -3.17808], [2.64691, -0.46966, -4.39462], [1.53433, -0.91608, -5.15251], [1.34702, -3.76191, -2.84400], [2.75997, -2.86989, -3.43444], [2.74798, -3.52830, -1.77681], [3.45295, -1.12939, -1.91959], [2.18014, -0.22913, -1.08399], [2.93616, 1.01569, -3.03342], [1.24742, 0.54267, -3.24192], [1.05152, -0.07113, -5.65424], [0.80082, -1.43389, -4.53033], [1.90366, -1.60654, -5.90886], [-0.92003, 6.87985, 1.14666], [-1.18282, 5.57276, 0.65699], [-2.49556, 5.42975, 0.13592], [-2.51876, 5.51451, -1.37528], [-2.14485, 6.79835, -1.83833], [-0.79968, 6.87153, -2.28116], [0.15777, 6.97799, 1.26608], [-1.26895, 7.64810, 0.45491], [-1.39764, 7.02477, 2.12185], [-3.16654, 6.17639, 0.57133], [-2.85448, 4.43859, 0.43569], [-3.54146, 5.33075, -1.72007], [-1.87615, 4.74271, -1.81170], [-0.69790, 6.40909, -3.26849], [-0.11511, 6.38603, -1.58212], [-0.53443, 7.92418, -2.35926], [5.15905, 2.06294, -4.95932], [4.52874, 3.23810, -4.47397], [5.41005, 4.34666, -4.36975], [5.26916, 5.29332, -5.54187], [5.67329, 4.69181, -6.76008], [4.59005, 4.23088, -7.54803], [4.37870, 1.36462, -5.25940], [5.79898, 2.26716, -5.81992], [5.75580, 1.60208, -4.16383], [6.44590, 4.00756, -4.27583], [5.14675, 4.88308, -3.45262], [5.92096, 6.15652, -5.37531], [4.24097, 5.66160, -5.61460], [4.09510, 5.07172, -8.04567], [3.85811, 3.68274, -6.95041], [4.99389, 3.56384, -8.30782]], "atomic_forces_ev_per_a": [[0.5, 0.2, 0.2], [-0.9, -0.2, 0.1], [0.2, 0.2, -0.1], [0.2, -0.1, 0.1], [-0.3, 0.0, -0.7], [0.0, 0.1, 0.0], [0.4, 0.3, -0.1], [-0.5, 0.7, -0.2], [-0.2, -1.0, 0.4], [0.3, 0.2, -0.2], [0.2, 0.3, 0.2], [-0.2, -0.1, -0.1], [0.0, -0.4, 0.1], [0.2, 0.3, -0.2], [-0.3, -0.4, 0.1], [-0.1, -0.1, -0.2], [-0.2, 0.0, 0.0], [-0.2, -0.1, 0.1], [0.3, -0.1, -0.1], [0.4, 0.1, 0.0], [0.1, 0.1, 0.0], [0.0, -0.3, 0.3], [0.1, -0.1, 0.0], [0.0, 0.2, 0.1], [0.1, 0.0, 0.1], [0.0, 0.2, 0.0], [0.0, -0.1, 0.0], [0.1, 0.2, -0.1], [0.0, 0.1, 0.0], [0.1, 0.0, 0.0], [0.0, 0.2, 0.2], [0.0, -0.3, -0.1], [0.0, 0.2, -0.1], [0.0, -0.1, 0.0], [0.0, 0.0, 0.0], [0.0, 0.0, 0.0], [0.0, -0.1, 0.0], [0.0, 0.0, 0.0], [0.0, 0.0, 0.0], [0.0, 0.0, 0.0], [0.0, 0.0, 0.0], [0.0, 0.1, 0.0], [0.0, 0.0, 0.0], [0.0, 0.0, 0.0], [0.1, -0.1, 0.0], [0.0, 0.0, 0.0], [0.1, -0.2, -0.1], [-0.1, 0.2, 0.1], [0.2, -0.1, -0.1], [-0.1, 0.0, 0.0], [0.0, 0.0, 0.0], [0.0, 0.0, 0.0], [0.0, 0.1, 0.0], [0.0, 0.0, 0.0], [0.0, 0.0, 0.1], [0.0, 0.0, 0.0], [0.0, 0.0, 0.0], [0.0, 0.0, 0.0], [0.0, 0.0, 0.0], [0.0, 0.0, 0.0], [-0.1, 0.0, 0.0], [0.0, -0.1, 0.0], [-0.3, 0.1, 0.2], [0.4, 0.1, -0.1], [-0.2, -0.1, 0.1], [0.1, 0.1, -0.1], [0.0, 0.0, 0.0], [0.0, 0.0, 0.0], [0.1, 0.0, 0.0], [0.0, 0.0, -0.1], [0.1, 0.0, 0.0], [0.0, 0.0, 0.0], [0.0, -0.1, 0.0], [-0.1, 0.0, 0.0], [0.0, 0.0, 0.0], [0.0, 0.0, 0.0], [0.1, 0.0, 0.1], [0.0, 0.2, -0.1], [0.2, -0.3, 0.0], [-0.2, 0.2, -0.1], [0.1, 0.0, 0.1], [0.0, 0.0, -0.1], [0.0, 0.0, 0.0], [0.0, 0.0, 0.0], [0.0, 0.1, 0.0], [0.0, 0.0, 0.0], [0.0, 0.0, 0.0], [0.0, 0.0, 0.0], [0.0, 0.0, 0.0], [0.1, 0.0, 0.0], [0.0, 0.0, 0.0], [-0.1, 0.0, 0.0], [-0.1, -0.1, 0.1], [0.1, 0.0, -0.1], [-0.2, 0.0, 0.1], [0.3, 0.1, -0.1], [-0.1, -0.1, 0.1], [0.0, 0.1, 0.0], [0.0, 0.0, 0.1], [0.0, 0.0, 0.0], [0.1, 0.0, -0.1], [0.0, 0.0, 0.0], [0.0, 0.0, 0.0], [0.0, 0.0, 0.0], [0.0, 0.0, 0.0], [-0.1, 0.0, 0.0], [0.0, 0.0, 0.0], [0.0, 0.0, 0.0]], "charge": 1, "lumo_energy_ev": -4.58, "e_homo_ev": -10.402}

***

# 4
{"formula": "CH2ClNO2", "method": "ωB97M-V/def2-TZVPD", "symbols": ["C", "N", "O", "O", "Cl", "H", "H"], "positions_angstrom": [[-0.49432, 1.18367, -0.25932], [0.12347, -1.34149, 0.21624], [-0.45789, 2.27587, -0.74553], [0.36781, 0.27318, -0.60121], [1.21486, -1.37485, 1.46674], [-1.23664, 0.86375, 0.49903], [0.48272, -1.88014, -0.57595]], "atomic_forces_ev_per_a": [[-1.4, 0.3, 1.0], [-0.9, 3.1, -1.3], [0.1, 0.2, -0.1], [1.3, -3.9, 0.5], [0.4, -0.1, 0.0], [0.1, 0.0, -0.1], [0.4, 0.3, 0.0]], "charge": 0, "lumo_energy_ev": [-1.44, -1.44], "e_homo_ev": [-10.554, -10.553]}

***

# 5
{"formula": "C17H42FN6O4S", "method": "ωB97M-V/def2-TZVPD", "symbols": ["C", "N", "C", "N", "S", "C", "C", "C", "F", "H", "H", "H", "H", "H", "H", "H", "H", "H", "H", "H", "H", "H", "H", "C", "C", "O", "N", "C", "H", "H", "H", "H", "H", "H", "H", "C", "C", "O", "N", "C", "H", "H", "H", "H", "H", "H", "H", "C", "C", "O", "N", "C", "H", "H", "H", "H", "H", "H", "H", "C", "C", "O", "N", "C", "H", "H", "H", "H", "H", "H", "H"], "positions_angstrom": [[-4.43937, 0.24950, -0.95534], [-3.07832, 0.43315, -1.47160], [-2.73468, 1.78967, -1.65459], [-1.53314, 1.93505, -2.63657], [-0.58507, 0.44867, -2.98121], [-1.91162, 2.64885, -3.91004], [-2.98156, 1.92675, -4.70827], [-3.26067, 2.62745, -6.01502], [-2.50647, 0.64187, -4.96329], [-4.74534, -0.78139, -1.12934], [-5.13549, 0.89662, -1.49496], [-4.51959, 0.46571, 0.11428], [-2.41021, 0.08150, -0.77731], [-2.40520, 2.33251, -0.76118], [-3.55964, 2.33337, -2.11571], [-0.85687, 2.54046, -2.16586], [0.29499, 0.78049, -2.01881], [-2.25794, 3.64320, -3.62134], [-0.99765, 2.73795, -4.49844], [-3.89490, 1.80155, -4.12252], [-2.37604, 2.61414, -6.65336], [-3.55451, 3.66431, -5.83829], [-4.07330, 2.12337, -6.53659], [-0.38966, -0.78986, 2.77512], [-0.46863, -0.50188, 1.30015], [-1.42856, 0.11502, 0.81394], [0.54370, -0.92454, 0.52723], [1.74053, -1.64162, 0.94582], [-1.27722, -0.38090, 3.24851], [-0.34300, -1.86417, 2.95805], [0.50957, -0.35342, 3.21241], [0.44624, -0.68681, -0.44652], [2.62980, -1.04314, 0.74905], [1.81134, -2.60325, 0.44039], [1.70154, -1.81194, 2.01479], [-0.93645, -4.63614, 0.01489], [0.38500, -5.34454, -0.19407], [1.43089, -4.88488, 0.23978], [0.37041, -6.51379, -0.87903], [-0.76544, -7.20763, -1.44726], [-0.73787, -3.72462, 0.57204], [-1.40674, -4.38191, -0.93623], [-1.63444, -5.25670, 0.57784], [1.28132, -6.93570, -0.97646], [-0.88543, -8.19718, -1.00429], [-0.65793, -7.32315, -2.52668], [-1.67550, -6.64567, -1.25945], [-0.08802, 3.46937, 0.40572], [0.98615, 4.07420, -0.46652], [1.72697, 3.35484, -1.12769], [1.08334, 5.42163, -0.52241], [0.31203, 6.40760, 0.20777], [0.03091, 2.38820, 0.36862], [-0.02333, 3.78483, 1.44667], [-1.08218, 3.74714, 0.04654], [1.82710, 5.74996, -1.12043], [-0.21020, 7.08072, -0.47294], [0.95165, 7.00403, 0.85867], [-0.42872, 5.91407, 0.83022], [5.24447, -0.69557, 3.54752], [3.97209, -0.88321, 4.33995], [2.87076, -0.73325, 3.82499], [4.08572, -1.22701, 5.64376], [5.29418, -1.44977, 6.41003], [4.96795, -0.42243, 2.53392], [5.86466, 0.09298, 3.97506], [5.83472, -1.61221, 3.52539], [3.20046, -1.33876, 6.11350], [5.33225, -2.46882, 6.79665], [5.36058, -0.75706, 7.24982], [6.16557, -1.29782, 5.78056]], "atomic_forces_ev_per_a": [[0.0, -0.1, -0.1], [0.2, 0.3, 0.2], [-0.1, 0.1, -0.1], [-0.1, 0.1, 0.0], [0.1, 0.2, 0.2], [0.1, 0.0, 0.0], [0.1, 0.0, 0.1], [-0.1, 0.0, 0.0], [0.0, -0.1, 0.0], [0.0, 0.0, 0.1], [0.0, -0.1, 0.0], [0.0, 0.0, 0.0], [-0.2, -0.3, -0.1], [0.0, -0.1, 0.0], [0.0, 0.0, 0.1], [0.0, 0.0, -0.1], [0.1, 0.0, -0.1], [0.0, 0.0, 0.0], [-0.1, 0.0, 0.0], [0.0, 0.0, 0.0], [0.0, 0.0, 0.1], [0.0, 0.0, 0.0], [0.0, 0.0, 0.0], [-0.1, 0.0, 0.0], [0.1, 0.0, 0.1], [0.1, 0.1, -0.1], [-0.1, 0.1, 0.0], [0.1, 0.0, 0.0], [0.0, 0.0, 0.0], [0.0, 0.0, 0.0], [0.0, 0.0, 0.0], [0.0, -0.1, 0.0], [0.0, 0.0, 0.0], [0.0, 0.0, 0.0], [0.1, 0.0, 0.0], [0.0, 0.0, 0.0], [0.0, 0.0, 0.0], [0.0, 0.0, 0.0], [0.1, 0.0, 0.0], [-0.1, 0.0, 0.0], [0.0, 0.0, 0.0], [0.0, 0.0, 0.0], [0.0, 0.0, 0.0], [0.0, 0.0, 0.0], [0.0, 0.0, 0.0], [0.0, 0.0, 0.0], [0.0, 0.0, 0.0], [0.0, -0.1, 0.0], [0.1, 0.1, 0.0], [-0.3, -0.1, -0.2], [0.1, 0.0, -0.1], [0.0, 0.0, 0.1], [-0.1, 0.0, 0.0], [0.0, 0.0, 0.0], [0.0, 0.1, 0.1], [0.0, 0.0, 0.0], [0.0, 0.0, 0.0], [0.0, 0.0, 0.0], [0.0, 0.0, 0.0], [0.0, 0.0, 0.0], [0.0, 0.0, 0.0], [0.0, 0.0, 0.0], [0.0, 0.0, 0.0], [0.1, 0.0, 0.0], [0.0, 0.0, 0.0], [0.0, 0.0, 0.0], [0.0, 0.0, 0.0], [0.0, 0.0, 0.0], [0.0, 0.0, 0.0], [0.0, 0.0, 0.0], [0.0, 0.0, 0.0]], "charge": 1, "lumo_energy_ev": -2.57, "e_homo_ev": -11.305}

***

# 6
{"formula": "C3H12N2O2", "method": "ωB97M-V/def2-TZVPD", "symbols": ["N", "C", "C", "N", "C", "O", "H", "H", "H", "H", "H", "H", "H", "H", "H", "H", "O", "H", "H"], "positions_angstrom": [[-2.44854, -1.00004, -0.76618], [-1.97517, -0.95680, 0.60317], [-1.13027, 0.27607, 0.94567], [-0.15769, 0.61188, -0.10854], [-0.59172, 1.66554, -1.00117], [0.02356, 2.88776, -0.71098], [-1.81151, -0.65455, -1.47099], [-2.68660, -1.94024, -1.05333], [-2.85424, -0.99008, 1.25419], [-1.47086, -1.88657, 0.91801], [-0.51257, 0.06388, 1.82960], [-1.70641, 1.17936, 1.14671], [0.04389, -0.25924, -0.58238], [-1.67490, 1.86747, -0.93994], [-0.37380, 1.31397, -2.02603], [0.96642, 2.79015, -0.74364], [6.05954, -1.52782, 1.24149], [6.81122, -1.30226, 0.68045], [5.48967, -2.13848, 0.78388]], "atomic_forces_ev_per_a": [[-0.3, 0.0, -0.5], [-0.3, -0.4, 0.7], [1.0, -0.1, 0.1], [-0.7, -0.2, 0.2], [0.0, -0.7, -0.6], [-0.8, 0.5, 0.0], [0.2, 0.1, 0.3], [-0.1, 0.0, 0.1], [-0.1, 0.4, 0.0], [0.5, 0.3, -0.4], [-0.6, 0.0, 0.1], [-0.2, -0.2, 0.0], [0.3, 0.3, -0.3], [0.4, -0.1, 0.1], [0.0, 0.4, 0.1], [0.7, -0.3, 0.0], [0.4, 0.5, 0.5], [-0.3, -0.3, -0.1], [0.0, -0.2, -0.5]], "smiles": "NCCNCO.O", "charge": 0, "lumo_energy_ev": 0.82, "e_homo_ev": -9.291}